(1)
Below is a molecular structure, C21H17Cl4I2N4O4Ru, with properties calculated with the ωB97M-V functional and the def2-TZVPD basis.

```
53
C21H17Cl4I2N4O4Ru (the ωB97M-V functional and the def2-TZVPD basis)
Ru -0.2912 0.5932 0.3085
I -0.2321 -7.5394 1.2714
C -0.6438 -5.5337 0.8179
C -1.9284 -5.1519 0.4635
C -2.1689 -3.8302 0.1529
I -4.0924 -3.2370 -0.4075
C -1.1756 -2.7979 0.1832
O -1.4449 -1.6004 -0.1269
C 0.1376 -3.2600 0.5537
C 1.2949 -2.2934 0.6431
N 1.1969 -1.1866 -0.3131
C 2.4795 -0.6632 -0.7632
C 2.3407 0.7671 -1.2394
C 3.4322 1.4751 -1.6431
C 3.3267 2.8422 -2.0166
C 1.9991 3.3661 -2.0429
C 0.9446 2.6030 -1.6455
N 1.0614 1.3014 -1.1930
C 0.3742 -4.5881 0.8493
H -2.7323 -5.8746 0.4234
H 2.2180 -2.8638 0.4683
H 1.3662 -1.8543 1.6419
H 0.6352 -1.4767 -1.1053
H 2.9112 -1.2925 -1.5552
H 3.1720 -0.7016 0.0790
H 4.3964 0.9744 -1.6368
H 4.1791 3.4067 -2.3683
H 1.8039 4.3834 -2.3629
H -0.0659 2.9908 -1.6271
H 1.3819 -4.8934 1.1122
Cl -2.8529 2.1235 6.6093
C -2.0667 2.3179 5.0699
C -1.5123 3.5319 4.7182
Cl -1.5884 4.8848 5.8104
C -0.8831 3.6690 3.4707
Cl -0.1717 5.1872 3.0040
C -0.7940 2.6149 2.5588
O -0.2242 2.7073 1.4006
C -1.3687 1.3464 2.9354
O -1.2731 0.3494 2.1085
C -1.9909 1.2358 4.1773
Cl -2.6663 -0.3060 4.6006
N 2.5075 2.6741 1.4404
C 2.7440 1.3758 1.7456
N 4.0940 1.0321 1.8603
O 1.8810 0.5215 1.9360
H 3.1315 3.0868 0.7589
H 1.5035 2.8772 1.3139
H 4.6942 1.7762 2.1768
H 4.2152 0.1660 2.3605
C -1.8370 1.2614 -0.6469
H -2.2675 0.5890 -1.3880
H -2.5255 1.9201 -0.1228
```

The charge is -2. Its orbital gap (alpha / beta) is 3.22 / 5.24 eV. The expectation value of S² is 8.78. The energy above the lowest of the compared OMol25 structures with the same formula, charge and spin comes out at 34.6 kcal/mol. Its total energy is -105075.759 eV. As for the strongest force on any atom: 0.26 eV/Å. Its multiplicity is 6.



(2)
Below is a molecular structure, C21H17Cl5F5N2O4PSV, with properties calculated with the ωB97M-V functional and the def2-TZVPD basis.

```
57
C21H17Cl5F5N2O4PSV (the ωB97M-V functional and the def2-TZVPD basis)
V -0.6983 0.3576 -0.1899
Cl -1.4096 1.4862 2.1320
C -2.9132 1.2016 1.2697
C -2.7348 0.6552 0.0149
C -3.8772 0.4266 -0.7328
Cl -3.7219 -0.2142 -2.3345
C -5.1464 0.7149 -0.2271
Cl -6.5471 0.4145 -1.1709
C -5.2754 1.2572 1.0571
Cl -6.8264 1.6180 1.6872
C -4.1418 1.5138 1.8252
Cl -4.2460 2.1930 3.3969
F 1.5753 -3.8421 5.1240
C 1.1081 -3.1955 4.0639
C 0.3892 -3.8718 3.0883
F 0.1626 -5.1725 3.2170
C -0.0871 -3.1922 1.9838
F -0.7779 -3.8683 1.0630
C 0.1218 -1.8219 1.8022
O -0.3609 -1.2184 0.7204
C 0.8430 -1.1762 2.8007
F 1.1181 0.1412 2.6831
C 1.3355 -1.8397 3.9112
F 2.0308 -1.1661 4.8237
C -1.0354 0.5115 -4.4974
O 0.0441 0.0366 -3.6750
P -0.1612 -0.7947 -2.3384
O -1.0220 -2.0182 -2.8794
C -1.5590 -2.9803 -1.9475
O 1.3151 -1.3482 -2.0999
C 2.0149 -2.0550 -3.1485
H -0.5838 0.8715 -5.4166
H -1.5571 1.3263 -3.9967
H -1.7276 -0.2990 -4.7167
H -2.2066 -3.6348 -2.5219
H -2.1347 -2.4816 -1.1683
H -0.7535 -3.5523 -1.4932
H 2.8189 -2.6055 -2.6684
H 2.4190 -1.3422 -3.8640
H 1.3462 -2.7481 -3.6559
C 3.2935 4.7642 1.2001
C 2.6714 3.5111 0.6907
C 3.2282 2.2604 0.7935
C 2.5078 1.1399 0.3401
N 1.3056 1.2882 -0.2279
C 0.8065 2.5300 -0.3984
S -0.6818 2.6656 -1.1641
N 1.4587 3.6132 0.0957
C 3.0811 -0.2282 0.3872
H 4.3304 4.5932 1.4742
H 2.7552 5.1081 2.0860
H 3.2489 5.5545 0.4502
H 4.2036 2.1377 1.2371
H 1.0051 4.5136 0.0036
H 3.9844 -0.2637 0.9903
H 3.3111 -0.5290 -0.6371
H 2.3527 -0.9454 0.7572
```

The charge is +1. Its orbital gap (alpha / beta) is 7.16 / 7.26 eV. The expectation value of S² is 2.02. The energy above the lowest of the compared OMol25 structures with the same formula, charge and spin comes out at 0.0 kcal/mol. Its total energy is -155230.857 eV. As for the strongest force on any atom: 0.63 eV/Å. Its multiplicity is 3.



(3)
Below is a gas-phase ion, C21H17ClNO (charge +1) at a distorted geometry, with properties calculated with the ωB97M-V functional and the def2-TZVPD basis.

```
41
C21H17ClNO (the ωB97M-V functional and the def2-TZVPD basis)
Cl -6.0773 -2.8690 2.8153
C -4.7917 -1.9529 2.1451
C -4.9727 -0.5864 1.8980
C -3.8998 0.1691 1.3967
C -2.6962 -0.4315 1.0763
N -1.6317 0.4876 0.5404
C -0.7608 0.1563 -0.5636
C 0.4741 -0.4473 -0.0176
C 1.7069 0.0676 -0.2531
C 2.9515 -0.4640 0.2668
C 2.9443 -1.5700 1.1464
C 4.1312 -2.0939 1.6454
C 5.3561 -1.5280 1.2726
C 5.3792 -0.4338 0.3929
C 4.1935 0.1006 -0.0996
O 1.8698 1.2371 -0.9315
C 0.8250 1.7794 -1.6680
C 1.2216 2.6800 -2.6581
C 0.2709 3.1713 -3.5329
C -1.0601 2.7888 -3.3765
C -1.4426 1.8736 -2.3918
C -0.4844 1.3446 -1.4992
C -2.4910 -1.7745 1.3464
C -3.5693 -2.5627 1.8479
H -5.9375 -0.1373 2.1082
H -4.0226 1.2470 1.2688
H -1.0204 0.5616 1.3603
H -2.0512 1.4249 0.4572
H -1.2886 -0.6088 -1.1482
H 0.3830 -1.2895 0.6637
H 1.9848 -2.0016 1.4297
H 4.0803 -2.9525 2.3189
H 6.2813 -1.9523 1.6565
H 6.3319 0.0007 0.0882
H 4.2310 0.9585 -0.7716
H 2.2712 2.9299 -2.7356
H 0.5819 3.8618 -4.3152
H -1.8014 3.1877 -4.0654
H -2.4771 1.5283 -2.3488
H -1.5240 -2.2628 1.2140
H -3.4689 -3.6376 2.0207
```

The charge is +1. Its orbital gap is 8.65 eV. The energy above the lowest of the compared OMol25 structures with the same formula, charge and spin comes out at 11.0 kcal/mol. Its total energy is -38105.977 eV. Its SMILES is Clc1ccc([NH2+][C@@H]2C=C(c3ccccc3)Oc3ccccc32)cc1. As for the strongest force on any atom: 3.72 eV/Å.



(4)
Below is 3 unconnected molecules or ions with the total composition C21H17F16IO7 at a distorted geometry, with properties calculated with the ωB97M-V functional and the def2-TZVPD basis.

```
62
C21H17F16IO7 (the ωB97M-V functional and the def2-TZVPD basis)
O -5.3047 0.9884 -5.6794
C -4.3882 0.2523 -5.7229
O -3.8972 -0.3721 -4.6053
C -2.5167 -0.1388 -4.3369
C -1.6756 -1.2419 -4.9756
C -1.8274 -2.5163 -4.1946
O -2.5303 -2.6602 -3.2662
I -0.6263 -4.1602 -4.9331
O -2.1816 1.1154 -4.9261
C -1.0746 1.6980 -4.4302
O -0.3871 1.1834 -3.5935
C -0.7865 3.0104 -5.0591
C -0.9718 4.1987 -4.3631
C -0.6896 5.3991 -5.0061
C -0.2352 5.4050 -6.3210
C -0.0433 4.2164 -7.0129
C -0.3293 3.0101 -6.3766
H -3.9574 -0.0566 -6.6795
H -2.3959 -0.1198 -3.2641
H -0.6345 -0.9603 -5.0875
H -2.0762 -1.4419 -5.9661
H -1.3364 4.1673 -3.3492
H -0.8490 6.3201 -4.4701
H -0.0345 6.3449 -6.8130
H 0.2981 4.1902 -8.0332
H -0.1978 2.0895 -6.9237
F -0.6082 2.5107 1.7786
C -1.2923 1.3945 1.4651
F -2.1804 1.1579 2.4618
C -0.3693 0.1815 1.3350
F 0.2017 -0.0966 2.5272
F -1.1843 -0.8644 1.0210
C 0.7126 0.2205 0.2431
O 2.0322 0.5615 0.6320
C 2.4663 1.8602 0.6962
F 1.5760 2.7251 0.1754
F 3.5867 1.9437 -0.0548
C 2.8712 2.2484 2.1214
F 1.8327 2.1110 2.9684
F 3.2568 3.5449 2.1292
H -1.8464 1.5568 0.5363
H 0.8062 -0.8118 -0.0900
H 0.3886 0.7874 -0.6311
H 3.6956 1.6189 2.4619
F 0.5506 -3.8232 4.4948
C 0.9498 -2.5396 4.3776
F 1.5670 -2.4170 3.1788
C 1.9258 -2.1440 5.4855
F 3.0677 -2.8580 5.3783
F 2.2389 -0.8396 5.2389
C 1.4173 -2.1918 6.9356
O 1.7507 -3.3252 7.7182
C 0.9738 -4.4561 7.7268
F -0.1915 -4.2796 7.0785
F 0.6748 -4.7229 9.0178
C 1.7396 -5.6723 7.1988
F 2.1601 -5.4611 5.9373
F 0.9141 -6.7431 7.1998
H 0.0714 -1.8887 4.3803
H 1.9356 -1.3747 7.4343
H 0.3542 -1.9585 6.9964
H 2.6037 -5.8762 7.8345
```

Its orbital gap is 10.36 eV. Its total energy is -87965.352 eV. Its SMILES is O=CO[C@@H](CC(=O)I)OC(=O)c1ccccc1.FC(F)C(F)(F)COC(F)(F)C(F)F.FC(F)C(F)(F)COC(F)(F)C(F)F. As for the strongest force on any atom: 1.11 eV/Å.



(5)
Below is a molecular structure, C21H17IrN3O4S3 at a distorted geometry, with properties calculated with the ωB97M-V functional and the def2-TZVPD basis.

```
49
C21H17IrN3O4S3 (the ωB97M-V functional and the def2-TZVPD basis)
Ir -0.3363 0.1189 0.4469
S 1.9286 0.2072 -0.5503
C 1.6829 1.9136 -0.3401
C 2.6746 2.8754 -0.3921
C 2.3017 4.1999 -0.2075
C 0.9623 4.5078 -0.0080
C 0.0403 3.4763 0.0527
N 0.4029 2.2046 -0.1015
H 3.7013 2.5828 -0.5608
H 3.0548 4.9760 -0.2149
H 0.6286 5.5272 0.1147
H -1.0044 3.6817 0.2414
C -3.4672 1.9056 -0.1502
C -3.4800 0.4227 -0.0966
N -2.4122 -0.3404 -0.0949
C -2.7070 -1.6874 -0.0642
C -4.0380 -1.9471 -0.0514
S -4.9336 -0.4918 -0.0677
C -1.6039 -2.6148 -0.0494
C -1.6508 -3.9715 -0.0547
S -0.0746 -4.6157 -0.0510
C 0.5964 -3.0308 -0.0347
N -0.3271 -2.0977 -0.0385
C 2.0693 -2.8563 -0.0363
H -2.4428 2.2662 -0.0860
H -4.0532 2.3300 0.6648
H -3.9067 2.2571 -1.0846
H -4.5320 -2.9036 -0.0198
H -2.5185 -4.6096 -0.0484
H 2.5584 -3.8045 0.1734
H 2.3797 -2.1233 0.7075
H 2.4139 -2.5088 -1.0123
O -0.9024 -0.5385 2.5571
C 0.0075 0.1781 3.0672
O 0.7518 0.8398 2.2772
C 0.2019 0.2435 4.5170
C 1.2965 0.9548 5.0150
C 1.5429 1.0290 6.3763
C 0.6462 0.3833 7.2041
O 0.6449 0.3045 8.5415
C -0.5051 -0.4434 8.9261
O -1.1748 -0.8286 7.7326
C -0.4671 -0.3199 6.7006
C -0.7095 -0.4138 5.3578
H 1.9539 1.4431 4.3094
H 2.3878 1.5653 6.7823
H -1.1598 0.1766 9.5442
H -0.2072 -1.3284 9.4933
H -1.5514 -0.9604 4.9589
```

The charge is +2. Its orbital gap (alpha / beta) is 4.03 / 3.90 eV. The expectation value of S² is 0.79. The energy above the lowest of the compared OMol25 structures with the same formula, charge and spin comes out at 82.9 kcal/mol. Its total energy is -70041.720 eV. As for the strongest force on any atom: 3.12 eV/Å. Its multiplicity is 2.



- The highest strongest force on any atom belongs to which entry?
  C21H17ClNO